The following is a DFT calculation (ωB97M-V/def2-TZVPD) of 4 unconnected molecules or ions with the total composition C33H78BrF4I2N11O6P3.

The geometry in XYZ format:
```
138
C33H78BrF4I2N11O6P3, DFT ωB97M-V/def2-TZVPD
C 7.970 3.354 2.538
C 6.679 3.046 3.289
I 7.045 2.318 5.291
C 5.404 2.465 2.608
I 4.841 4.068 1.287
C 5.213 1.054 1.978
C 5.667 0.023 3.071
C 7.124 -0.346 3.364
F 8.062 0.540 2.878
N 3.650 0.738 1.953
C 2.507 1.708 2.265
C 1.582 2.553 1.336
O 1.544 3.921 1.686
C 1.568 2.520 -0.218
F 0.697 3.478 -0.561
F 0.993 1.371 -0.608
F 2.661 2.770 -0.916
C 3.217 -0.187 0.832
C 3.844 0.089 -0.525
O 4.985 0.914 -0.468
C 5.861 0.682 0.579
Br 6.271 -1.323 0.442
C 7.186 1.336 0.167
C 7.154 2.509 -0.822
C 8.574 3.011 -1.117
N 9.672 2.115 -1.186
O 8.750 4.184 -1.264
H 8.314 4.341 2.850
H 7.831 3.425 1.461
H 8.788 2.680 2.779
H 6.302 4.018 3.589
H 4.720 2.488 3.456
H 5.232 0.415 4.000
H 5.150 -0.930 2.925
H 7.242 -0.428 4.445
H 7.354 -1.337 2.981
H 3.577 0.127 2.764
H 2.696 2.281 3.171
H 1.781 1.004 2.686
H 0.558 2.227 1.545
H 2.049 4.086 2.489
H 2.131 -0.149 0.787
H 3.430 -1.211 1.136
H 3.160 0.569 -1.216
H 4.055 -0.868 -1.007
H 7.877 1.509 0.983
H 7.708 0.582 -0.417
H 6.659 3.402 -0.470
H 6.747 2.208 -1.789
H 9.421 1.202 -1.545
H 10.133 2.026 -0.289
O -1.861 -1.638 0.749
P -2.754 -1.194 -0.355
N -3.428 0.207 0.342
C -4.579 0.946 -0.134
C -2.372 1.114 0.777
N -3.901 -2.458 -0.517
C -5.178 -2.344 0.178
C -3.314 -3.782 -0.348
N -2.998 -0.671 -1.997
C -3.358 -1.668 -3.024
C -1.879 0.135 -2.527
H -4.351 1.591 -0.994
H -4.944 1.581 0.677
H -5.393 0.288 -0.420
H -2.019 1.716 -0.075
H -1.512 0.588 1.190
H -2.709 1.814 1.542
H -5.074 -2.050 1.229
H -5.685 -3.309 0.143
H -5.842 -1.640 -0.323
H -3.175 -4.054 0.705
H -2.339 -3.840 -0.833
H -3.961 -4.524 -0.822
H -2.643 -2.493 -3.084
H -3.390 -1.178 -3.998
H -4.347 -2.072 -2.846
H -0.988 -0.477 -2.703
H -1.613 0.923 -1.820
H -2.163 0.617 -3.461
O 1.203 2.217 4.609
P 0.005 2.960 5.083
N 0.379 3.597 6.585
C -0.622 4.226 7.432
C 1.656 4.297 6.689
N -1.187 1.734 5.319
C -1.484 1.224 6.655
C -1.019 0.643 4.372
N -1.058 4.137 4.483
C -2.255 3.732 3.733
C -0.331 5.159 3.695
H -0.839 5.259 7.136
H -0.248 4.238 8.458
H -1.556 3.679 7.436
H 1.595 5.329 6.317
H 2.424 3.772 6.125
H 1.975 4.334 7.732
H -0.585 0.980 7.233
H -2.084 0.319 6.559
H -2.091 1.923 7.225
H -0.237 -0.057 4.690
H -0.743 1.020 3.387
H -1.948 0.083 4.249
H -2.034 3.091 2.879
H -2.736 4.639 3.364
H -2.959 3.226 4.383
H 0.029 4.769 2.737
H 0.531 5.525 4.258
H -0.980 6.012 3.503
O -3.949 -3.564 -6.265
P -4.853 -4.630 -6.763
N -6.088 -3.797 -7.552
C -7.315 -4.447 -7.979
C -5.664 -2.800 -8.530
N -5.485 -5.257 -5.289
C -6.727 -4.685 -4.791
C -4.457 -5.394 -4.267
N -4.886 -6.092 -7.627
C -4.711 -7.366 -6.912
C -3.947 -6.059 -8.772
H -7.199 -5.003 -8.919
H -8.078 -3.682 -8.132
H -7.693 -5.137 -7.233
H -5.409 -3.250 -9.499
H -4.797 -2.256 -8.164
H -6.467 -2.079 -8.695
H -6.732 -3.588 -4.801
H -6.882 -5.016 -3.762
H -7.587 -5.045 -5.351
H -4.193 -4.443 -3.791
H -3.545 -5.821 -4.686
H -4.836 -6.084 -3.508
H -3.796 -7.412 -6.314
H -4.671 -8.161 -7.657
H -5.563 -7.559 -6.269
H -2.901 -6.088 -8.453
H -4.099 -5.149 -9.356
H -4.136 -6.906 -9.430
```

## Properties
**E_LUMO**: -2.545 eV
**Net charge**: +1
**Kohn-Sham gap**: 7.1359 eV

***

The following is a DFT calculation (ωB97M-V/def2-TZVPD) of 8 unconnected molecules or ions with the total composition C33H79N3O8.

The geometry in XYZ format:
```
123
C33H79N3O8, DFT ωB97M-V/def2-TZVPD
C 5.725 2.025 -1.395
C 5.593 0.718 -2.220
C 4.379 -0.066 -1.598
C 3.931 -1.293 -2.482
C 3.638 -0.802 -3.891
C 4.864 -0.027 -4.496
N 5.234 1.051 -3.568
O 6.350 1.694 -4.183
C 5.985 -1.059 -4.842
C 4.396 0.651 -5.807
C 6.904 -0.012 -1.967
H 5.952 1.728 -0.349
H 4.861 2.690 -1.478
H 6.571 2.583 -1.769
H 4.742 -0.245 -0.592
H 3.520 0.619 -1.500
H 3.154 -1.788 -1.911
H 4.734 -2.054 -2.564
H 2.725 -0.172 -3.925
H 3.452 -1.619 -4.542
H 5.846 -1.965 -4.220
H 5.850 -1.435 -5.873
H 6.982 -0.582 -4.768
H 3.564 1.327 -5.635
H 5.267 1.167 -6.270
H 4.069 -0.198 -6.474
H 7.713 0.517 -2.461
H 6.874 -1.052 -2.204
H 7.115 0.095 -0.917
H 6.045 2.630 -4.321
C -3.751 2.127 -2.017
C -3.358 0.806 -2.757
C -2.504 1.280 -3.985
C -1.750 0.185 -4.686
C -0.853 -0.595 -3.719
C -1.659 -1.097 -2.454
N -2.425 0.074 -1.905
O -3.153 -0.385 -0.751
C -2.577 -2.286 -2.900
C -0.702 -1.553 -1.390
C -4.625 0.044 -3.192
H -4.232 2.946 -2.597
H -2.875 2.546 -1.523
H -4.503 1.729 -1.343
H -3.158 1.829 -4.673
H -1.687 1.875 -3.570
H -1.153 0.575 -5.490
H -2.378 -0.542 -5.194
H -0.160 0.148 -3.478
H -0.362 -1.443 -4.192
H -3.262 -2.471 -2.071
H -3.109 -1.928 -3.740
H -1.958 -3.149 -3.301
H 0.054 -2.204 -1.808
H -0.152 -0.698 -0.940
H -1.212 -2.138 -0.614
H -5.126 -0.206 -2.276
H -4.289 -0.825 -3.775
H -5.209 0.641 -3.895
H -2.604 -0.101 0.002
C -2.039 -4.153 2.319
C -2.228 -3.267 3.526
C -3.000 -2.093 3.070
C -3.545 -1.190 4.155
C -4.494 -2.035 5.028
C -3.906 -3.398 5.508
N -3.197 -4.061 4.392
O -2.487 -5.206 4.970
C -3.076 -3.164 6.742
C -5.169 -4.318 5.913
C -0.907 -2.908 4.190
H -2.956 -4.270 1.751
H -1.737 -5.195 2.616
H -1.260 -3.690 1.732
H -2.457 -1.546 2.362
H -3.886 -2.558 2.535
H -4.074 -0.366 3.723
H -2.763 -0.773 4.776
H -5.371 -2.312 4.357
H -4.918 -1.463 5.845
H -3.572 -3.430 7.681
H -2.096 -3.702 6.755
H -2.842 -2.145 6.817
H -5.736 -3.750 6.670
H -5.842 -4.556 5.085
H -4.921 -5.321 6.395
H -0.947 -2.123 4.913
H -0.240 -2.599 3.394
H -0.591 -3.849 4.670
H -3.142 -5.864 4.982
C 3.276 5.414 2.744
C 3.401 4.421 1.618
O 2.375 3.429 1.564
H 2.384 6.030 2.615
H 4.069 6.188 2.725
H 3.281 4.899 3.702
H 4.420 3.910 1.671
H 3.361 4.953 0.696
H 2.632 2.685 2.132
C 2.327 0.207 2.883
O 3.390 1.177 2.798
H 2.285 -0.299 3.875
H 1.445 0.803 2.653
H 2.579 -0.564 2.150
H 4.120 0.754 2.316
C 0.733 3.857 -1.718
O 1.445 2.742 -1.168
H 1.339 4.751 -1.818
H 0.328 3.565 -2.688
H -0.079 4.111 -1.061
H 1.898 3.000 -0.307
C -5.274 3.336 1.705
O -4.371 2.217 1.770
H -5.072 3.954 2.567
H -5.129 3.988 0.794
H -6.323 3.051 1.738
H -4.315 1.825 0.883
C -1.189 2.015 1.313
O -1.778 0.691 1.561
H -0.816 2.039 0.292
H -1.841 2.850 1.475
H -0.290 2.087 1.950
H -2.514 0.903 2.153
```

## Properties
**ΔE to the lowest compared entry with this formula, charge and spin**: 1.548 eV
**E_LUMO**: 0.451 eV
**SMILES**: CC1(C)CCCC(C)(C)N1O.CC1(C)CCCC(C)(C)N1O.CC1(C)CCCC(C)(C)N1O.CCO.CO.CO.CO.CO
**Kohn-Sham gap**: 8.8020 eV

***

The following is a DFT calculation (ωB97M-V/def2-TZVPD) of 9 unconnected molecules or ions with the total composition C33H83ClN5O12.

The geometry in XYZ format:
```
134
C33H83ClN5O12, DFT ωB97M-V/def2-TZVPD
Cl -0.420 -1.147 -0.671
O -0.864 -0.138 -1.560
O -1.152 -0.986 0.527
O -0.591 -2.449 -1.218
O 0.946 -0.981 -0.382
C -0.852 2.291 6.484
O -0.030 1.291 5.893
H -1.888 2.066 6.230
H -0.860 2.229 7.573
H -0.702 3.301 6.103
H -0.345 1.049 5.020
C 3.895 -3.587 3.886
O 4.915 -2.693 3.607
H 4.301 -4.268 4.633
H 2.992 -3.087 4.236
H 3.692 -4.197 3.005
H 4.719 -2.133 2.853
C 3.619 -7.950 -3.311
O 2.257 -7.433 -3.337
H 3.676 -8.900 -3.843
H 4.255 -7.197 -3.775
H 4.026 -8.038 -2.304
H 2.112 -6.534 -3.032
C -4.072 5.460 -2.357
C -4.740 5.061 -3.687
C -3.772 5.199 -4.904
O -4.651 5.176 -5.968
C -4.146 5.505 -7.244
N -5.226 3.700 -3.657
H -3.167 4.873 -2.197
H -4.696 5.356 -1.469
H -3.689 6.480 -2.355
H -5.708 5.551 -3.785
H -3.044 4.394 -5.008
H -3.163 6.103 -4.868
H -3.923 6.568 -7.151
H -4.889 5.386 -8.033
H -3.218 5.031 -7.564
H -5.583 3.743 -4.600
H -4.335 3.223 -3.671
C -7.715 0.363 2.119
C -8.725 -0.497 1.375
C -9.722 -1.179 2.223
O -10.756 -1.834 1.473
C -11.574 -2.642 2.367
N -9.409 0.316 0.425
H -8.085 1.205 2.703
H -6.986 0.771 1.420
H -7.106 -0.300 2.733
H -8.221 -1.252 0.773
H -10.122 -0.405 2.877
H -9.278 -1.894 2.915
H -10.996 -3.266 3.049
H -12.333 -3.192 1.811
H -12.190 -2.086 3.073
H -8.671 0.703 -0.144
H -9.629 1.207 0.846
C 2.176 5.785 2.047
C 3.059 6.972 1.775
C 3.108 8.092 2.889
O 3.573 9.348 2.478
C 4.006 10.256 3.531
N 4.381 6.434 1.606
H 1.859 5.247 1.154
H 1.212 6.052 2.480
H 2.629 5.122 2.785
H 2.709 7.496 0.886
H 3.647 7.666 3.735
H 2.060 8.122 3.189
H 3.528 10.244 4.511
H 3.942 11.284 3.177
H 5.066 10.135 3.756
H 4.918 6.934 0.911
H 4.311 5.579 1.073
C 6.250 3.620 -6.654
C 6.206 3.823 -5.076
C 5.892 2.493 -4.436
C 7.118 1.586 -4.369
C 8.318 2.280 -3.693
C 8.683 3.610 -4.441
N 7.463 4.348 -4.613
O 7.779 5.661 -5.128
C 9.644 4.428 -3.508
C 9.381 3.355 -5.704
C 5.029 4.774 -4.734
H 5.344 3.202 -7.093
H 7.079 2.974 -6.944
H 6.250 4.616 -7.096
H 5.776 2.673 -3.367
H 5.074 1.909 -4.856
H 7.407 1.122 -5.312
H 6.969 0.688 -3.770
H 9.170 1.616 -3.842
H 8.137 2.438 -2.630
H 10.531 3.885 -3.181
H 10.101 5.312 -3.950
H 9.153 4.652 -2.561
H 9.447 4.274 -6.286
H 10.423 3.068 -5.567
H 9.017 2.553 -6.346
H 4.121 4.383 -5.193
H 5.227 5.770 -5.129
H 4.846 4.738 -3.660
H 7.472 6.181 -4.382
C -0.935 -8.389 2.575
C -2.411 -8.800 2.541
C -2.585 -10.223 3.259
C -2.559 -10.033 4.783
C -3.582 -8.960 5.188
C -3.395 -7.620 4.626
N -3.300 -7.758 3.143
O -3.513 -6.552 2.488
C -4.606 -6.784 5.016
C -2.248 -6.811 5.253
C -2.848 -9.121 1.055
H -0.498 -8.818 3.476
H -0.813 -7.306 2.535
H -0.291 -8.767 1.780
H -3.431 -10.813 2.907
H -1.786 -10.932 3.044
H -1.570 -9.737 5.131
H -2.773 -10.958 5.318
H -3.314 -8.786 6.230
H -4.582 -9.385 5.098
H -4.883 -6.868 6.067
H -4.656 -5.763 4.636
H -5.451 -7.216 4.480
H -2.296 -6.825 6.342
H -1.241 -7.206 5.123
H -2.265 -5.767 4.941
H -2.560 -10.072 0.606
H -2.740 -8.276 0.374
H -3.926 -9.275 1.040
H -2.594 -6.315 2.346
```

## Properties
**E_LUMO**: 1.887 eV
**Net charge**: -1
**Kohn-Sham gap**: 7.6461 eV